137
Properties=species:S:1:pos:R:3:mulliken_charge:R:1 method="wB97M-V/def2-TZVPD" gap_ha="0.0994 / 0.1875" charge=+2 multiplicity=2
C -1.971 -5.098 -2.077 -1.453
C -2.499 -3.952 -3.034 0.198
C -3.703 -3.192 -2.564 -0.355
O -4.218 -2.172 -3.501 -0.369
C -5.322 -1.512 -3.086 -0.720
N -1.315 -2.975 -3.111 -0.294
H -1.285 -2.686 -4.078 0.479
H -1.254 -2.175 -2.497 -0.088
H -0.420 -3.442 -3.081 0.438
H -1.481 -5.813 -2.738 0.497
H -2.797 -5.600 -1.572 0.314
H -1.297 -4.774 -1.284 0.360
H -2.622 -4.324 -4.051 0.413
H -3.549 -2.719 -1.594 -0.057
H -4.477 -3.900 -2.268 0.549
H -6.137 -2.236 -3.118 0.351
H -5.613 -0.746 -3.803 0.211
H -5.063 -1.093 -2.113 0.352
C 2.765 -4.509 2.520 -1.659
C 1.324 -4.900 2.008 0.989
C 1.173 -6.358 1.542 -0.861
O -0.251 -6.578 1.205 -0.133
C -0.336 -7.668 0.240 -0.904
N 0.360 -4.579 3.094 0.065
H 0.483 -3.652 3.475 0.364
H -0.635 -4.634 2.935 -0.139
H 0.619 -5.148 3.887 0.434
H 3.007 -5.084 3.414 0.433
H 2.673 -3.495 2.909 0.408
H 3.550 -4.531 1.765 0.397
H 1.032 -4.232 1.198 -0.218
H 1.451 -6.993 2.383 0.338
H 1.905 -6.496 0.747 0.458
H -1.242 -8.249 0.415 0.252
H 0.407 -8.465 0.275 0.450
H -0.379 -7.236 -0.760 0.249
C -4.176 2.552 -6.175 -1.516
C -2.966 1.841 -5.415 0.238
C -2.872 2.408 -3.972 -0.754
O -2.002 1.563 -3.186 -0.218
C -1.113 2.153 -2.229 -0.520
N -3.330 0.329 -5.364 -0.079
H -3.150 -0.140 -4.487 0.053
H -4.256 0.115 -5.705 0.431
H -2.631 -0.130 -5.932 0.434
H -5.157 2.392 -5.727 0.443
H -4.232 2.321 -7.238 0.427
H -4.059 3.634 -6.225 0.403
H -1.994 1.886 -5.906 0.304
H -3.865 2.580 -3.558 0.258
H -2.249 3.301 -4.027 0.509
H -1.289 3.190 -1.945 0.428
H -0.108 2.041 -2.634 0.113
H -1.141 1.618 -1.280 -0.219
C 2.129 3.517 -2.647 -1.348
C 3.076 4.761 -2.581 0.227
C 3.685 5.220 -3.910 -0.912
O 4.386 6.475 -3.687 -0.357
C 5.177 6.751 -4.803 -0.800
N 2.172 5.947 -2.152 -0.117
H 1.959 5.817 -1.173 0.149
H 2.832 6.710 -2.187 0.467
H 1.537 6.111 -2.920 0.370
H 2.699 2.594 -2.760 0.458
H 1.371 3.648 -3.419 0.475
H 1.650 3.165 -1.733 0.095
H 3.850 4.588 -1.833 0.339
H 2.959 5.356 -4.712 0.474
H 4.294 4.395 -4.279 0.467
H 4.655 6.743 -5.760 0.331
H 6.072 6.131 -4.869 0.322
H 5.586 7.753 -4.678 0.280
C 4.111 -1.066 0.568 -0.996
C 4.360 0.181 1.319 0.799
C 5.781 0.476 1.603 -1.262
O 6.020 1.757 2.138 -0.324
C 7.319 1.802 2.735 -0.794
N 3.782 1.248 0.438 0.234
H 4.195 1.294 -0.483 0.407
H 2.783 1.174 0.310 -0.330
H 4.094 2.106 0.869 0.432
H 3.193 -1.611 0.786 -0.145
H 4.825 -1.798 0.945 0.467
H 4.320 -0.944 -0.495 0.366
H 3.881 0.106 2.295 -0.012
H 6.352 0.252 0.702 0.458
H 6.069 -0.234 2.378 0.509
H 7.256 1.211 3.648 0.312
H 7.835 2.723 3.007 0.285
H 8.026 1.284 2.087 0.328
C 0.041 0.658 4.438 -1.241
C -1.010 1.743 4.811 0.310
C -0.599 2.736 5.945 -0.733
O -1.765 3.461 6.307 -0.367
C -1.513 4.198 7.485 -0.810
N -1.386 2.608 3.602 -0.005
H -0.575 3.032 3.176 0.001
H -1.895 2.158 2.855 0.285
H -2.005 3.290 4.017 0.434
H -0.281 -0.093 3.716 0.117
H 0.491 0.111 5.267 0.492
H 0.943 1.078 3.992 0.268
H -1.930 1.255 5.133 0.345
H 0.028 3.525 5.530 0.295
H -0.053 2.202 6.723 0.503
H -2.409 4.781 7.700 0.285
H -0.804 5.023 7.411 0.333
H -1.161 3.596 8.322 0.327
As 0.151 -0.726 0.411 1.933
F -0.454 -1.951 1.471 -0.710
F -1.097 0.398 1.120 -0.555
F 0.888 0.599 -0.576 -0.425
F 1.183 -1.904 -0.496 -0.618
F -1.087 -1.119 -0.848 -0.369
F 1.424 -0.347 1.626 -0.509
As 1.017 4.360 1.359 1.854
F 2.033 5.830 1.840 -0.505
F 1.531 3.649 2.919 -0.509
F 0.003 3.005 0.855 -0.085
F 0.566 5.096 -0.246 -0.551
F 2.408 3.670 0.473 -0.460
F -0.361 5.162 2.216 -0.481
C -3.229 -4.404 2.035 1.125
O -4.143 -3.318 2.124 -0.465
O -2.717 -4.601 3.310 -1.025
C -3.948 -5.636 1.238 0.480
F -3.174 -6.423 0.599 -0.213
F -4.710 -6.493 1.953 -0.342
F -4.732 -5.271 0.233 -0.321
C -3.613 -2.070 1.603 0.951
C -4.841 -1.037 1.711 -1.487
H -5.352 -1.079 2.673 0.360
H -4.380 -0.056 1.596 0.355
H -5.483 -1.060 0.830 0.315
H -3.354 -1.919 0.555 -0.299
H -2.812 -1.647 2.210 0.010
H -2.415 -4.158 1.354 -0.434